{
  "formula": "C2H4N2OS2",
  "method": "the ωB97M-V functional and the def2-TZVPD basis",
  "elements": ["S", "C", "O", "N", "C", "N", "S", "H", "H", "H", "H"],
  "positions_angstrom": [[1.5108, -3.1466, -1.3010], [0.8701, -1.7203, -0.9195], [1.5547, -0.8105, -0.1769], [0.8591, 0.3817, 0.0291], [-0.1636, 0.2505, 0.9902], [-1.1568, 1.0646, 1.1253], [-1.2468, 2.4103, 0.0961], [-0.1311, -1.3521, -1.1689], [0.6752, 0.9191, -0.8159], [-0.2300, -0.5702, 1.7269], [-2.5416, 2.5735, 0.4145]],
  "forces_ev_per_angstrom": [[-0.332, 0.510, 0.052], [0.233, -0.314, 0.127], [0.194, -0.148, -0.476], [-0.570, -0.241, 1.561], [-1.585, 1.136, -0.150], [1.297, -0.804, -0.038], [-0.389, -0.068, 0.090], [0.124, -0.228, -0.127], [-0.090, -0.295, 0.059], [0.969, 0.139, -0.827], [0.149, 0.312, -0.271]],
  "orbital_gap_ev": 8.77,
  "spin_multiplicity": 1,
  "smiles": "S=CON/C=N\\S",
  "relative_energy_ev": 3.356
}



{
  "formula": "C8H13NOSSi",
  "method": "the ωB97M-V functional and the def2-TZVPD basis",
  "elements": ["C", "C", "C", "C", "C", "C", "C", "C", "N", "O", "Si", "S", "H", "H", "H", "H", "H", "H", "H", "H", "H", "H", "H", "H", "H"],
  "positions_angstrom": [[2.4727, -1.2837, -0.0135], [1.9521, -2.5473, -0.1105], [1.6979, -0.2101, -0.0738], [-0.0959, -1.1118, -0.4900], [3.0399, 1.7198, -0.1253], [-2.9675, -1.1965, 0.0605], [-1.5163, 1.1543, -1.4497], [-1.3467, 0.9348, 1.7827], [1.8597, 1.0766, -0.0370], [4.1001, 1.1683, -0.0408], [-1.5307, -0.0141, 0.0529], [0.3141, -2.7566, -0.3877], [3.5382, -1.1850, 0.1068], [2.5840, -3.5189, -0.1232], [2.9147, 2.7670, -0.2691], [-3.6664, -0.6718, 0.6763], [-3.3579, -1.5224, -0.8813], [-2.6707, -1.9856, 0.6870], [-2.0246, 0.7238, -2.3486], [-2.1662, 1.9794, -1.2415], [-0.4477, 1.6065, -1.6420], [-0.6038, 1.6579, 1.4490], [-2.1909, 1.3686, 2.0960], [-0.8907, 0.2941, 2.5449], [1.0024, 1.5525, -0.2223]],
  "forces_ev_per_angstrom": [[2.201, -0.330, 0.422], [0.640, -3.718, -0.412], [-6.177, -5.697, -1.283], [3.554, 2.243, 1.743], [0.532, -0.148, 0.121], [0.269, 1.594, 0.284], [0.822, 0.646, 0.053], [3.559, -2.740, -3.059], [-0.870, 2.305, -0.180], [0.819, -0.215, 0.005], [0.853, -0.971, -0.672], [0.418, 2.004, 0.360], [0.275, 0.009, 0.140], [-1.099, 1.972, 0.028], [-0.023, 1.310, -0.125], [-1.264, 0.265, 0.051], [-0.243, -0.133, -0.402], [0.463, -1.494, 0.583], [1.116, -0.089, 0.569], [-0.310, 1.005, 0.283], [-2.117, -1.059, -0.066], [0.056, 0.473, 0.568], [-3.203, 1.753, 1.160], [-0.162, 0.103, -0.189], [-0.111, 0.911, 0.020]],
  "orbital_gap_ev": [7.35, 7.34],
  "spin_multiplicity": 1
}



{
  "formula": "C6H15N",
  "method": "the ωB97M-V functional and the def2-TZVPD basis",
  "elements": ["C", "C", "C", "C", "C", "C", "N", "H", "H", "H", "H", "H", "H", "H", "H", "H", "H", "H", "H", "H", "H", "H"],
  "positions_angstrom": [[2.5679, 1.4366, 1.2967], [1.3249, 1.4992, 0.4562], [1.1742, 0.3178, -0.5064], [0.4020, -0.8094, 0.1913], [-1.1457, -0.5606, 0.5281], [-1.9869, -0.3365, -0.7087], [-2.4562, -1.5451, -1.3946], [3.4124, 1.1781, 0.6444], [2.6161, 0.6158, 1.9983], [2.9009, 2.3680, 1.7593], [1.2455, 2.4897, -0.0165], [0.4242, 1.6353, 1.0686], [2.1258, -0.0930, -0.8263], [0.7269, 0.6509, -1.4504], [0.4053, -1.6615, -0.4986], [0.7560, -0.9849, 1.1978], [-1.0028, 0.3775, 1.0632], [-1.5531, -1.1298, 1.3778], [-2.8986, 0.1848, -0.3848], [-1.4393, 0.2264, -1.4683], [-3.1817, -2.0657, -0.9102], [-1.6992, -2.2295, -1.3788]],
  "forces_ev_per_angstrom": [[1.554, -0.225, -0.499], [-0.688, 1.270, -0.073], [-0.842, 0.454, 0.560], [-2.327, -0.731, -0.522], [2.305, 1.738, 0.024], [-1.347, -0.672, 0.635], [0.543, -1.060, -0.092], [-0.043, 0.179, -0.200], [-0.462, -0.075, 0.562], [-0.519, -0.052, 0.247], [0.664, -0.330, -0.584], [0.131, -0.682, 0.265], [0.417, 0.080, 0.235], [-0.352, -0.182, 0.243], [0.540, -0.418, 0.627], [1.013, -0.583, -0.122], [-0.674, 0.654, -0.150], [0.049, -0.773, -0.918], [0.276, 0.320, -0.456], [-0.110, 0.301, 0.359], [-0.189, 0.594, 0.257], [0.062, 0.195, -0.396]],
  "orbital_gap_ev": 10.40,
  "spin_multiplicity": 1,
  "smiles": "CCCCCCN",
  "relative_energy_ev": 1.242
}



{
  "formula": "C40H63BN2OP2PdSi",
  "method": "the ωB97M-V functional and the def2-TZVPD basis",
  "elements": ["Pd", "C", "C", "C", "C", "P", "C", "N", "B", "N", "C", "P", "C", "C", "C", "C", "C", "C", "C", "C", "C", "C", "C", "C", "C", "C", "C", "C", "C", "C", "H", "H", "H", "H", "H", "H", "H", "H", "H", "H", "H", "H", "H", "H", "H", "H", "H", "H", "H", "H", "H", "H", "H", "H", "H", "H", "H", "H", "H", "H", "H", "H", "H", "H", "H", "H", "H", "H", "H", "H", "H", "H", "H", "H", "C", "C", "C", "C", "Si", "O", "C", "C", "C", "C", "C", "C", "C", "C", "C", "C", "C", "C", "H", "H", "H", "H", "H", "H", "H", "H", "H", "H", "H", "H", "H", "H", "H", "H", "H", "H", "H"],
  "positions_angstrom": [[-0.1717, 0.0496, -0.1298], [-0.7123, 4.8020, -3.6384], [-1.5044, 3.7369, -2.8650], [-2.7612, 4.3790, -2.2732], [-1.9651, 2.6997, -3.8995], [-0.6285, 2.6218, -1.4984], [1.0238, 2.4833, -2.3892], [1.2632, 1.1086, -2.7583], [0.9866, 0.0465, -1.7745], [1.0388, -1.1587, -2.6218], [0.5015, -2.3904, -2.0969], [-1.0611, -1.9725, -1.1061], [-1.1807, -3.5772, -0.0705], [0.0853, -3.5590, 0.8129], [-2.3693, -3.4385, 0.8855], [-1.2673, -4.9039, -0.8213], [-2.3456, -2.0977, -2.5377], [-3.7383, -2.3580, -1.9633], [-2.0779, -3.0994, -3.6654], [-2.3440, -0.6898, -3.1422], [1.1776, -0.8246, -3.9469], [1.1984, -1.5948, -5.1007], [1.3349, -0.9618, -6.3436], [1.4551, 0.4152, -6.4290], [1.4453, 1.2088, -5.2736], [1.3061, 0.6012, -4.0340], [-0.1825, 3.8103, -0.0743], [0.2393, 5.2331, -0.4598], [0.9640, 3.2044, 0.7503], [-1.4116, 3.8607, 0.8396], [-1.4144, 5.4010, -4.2348], [-0.0198, 4.3379, -4.3441], [-0.1464, 5.4852, -3.0062], [-3.4282, 4.7077, -3.0813], [-2.5320, 5.2539, -1.6611], [-3.3070, 3.6594, -1.6569], [-2.4431, 3.2079, -4.7478], [-2.6876, 2.0077, -3.4656], [-1.1248, 2.1150, -4.2872], [1.7900, 2.7897, -1.6788], [1.0871, 3.1467, -3.2520], [1.2113, -2.8153, -1.3861], [0.3309, -3.1280, -2.8820], [0.2783, -2.5374, 1.1550], [0.9734, -3.9275, 0.2942], [-0.0622, -4.1945, 1.6938], [-2.2796, -2.5041, 1.4435], [-2.3701, -4.2708, 1.6000], [-3.3293, -3.4391, 0.3687], [-0.4591, -5.0053, -1.5504], [-2.2198, -5.0101, -1.3459], [-1.1841, -5.7397, -0.1133], [-3.8666, -3.4011, -1.6659], [-4.4961, -2.1338, -2.7243], [-3.9255, -1.7176, -1.0974], [-1.9337, -4.1171, -3.3006], [-1.2038, -2.8081, -4.2480], [-2.9350, -3.1063, -4.3518], [-2.5031, 0.0543, -2.3590], [-3.1329, -0.5996, -3.9009], [-1.3880, -0.4612, -3.6187], [1.1057, -2.6736, -5.0451], [1.3431, -1.5608, -7.2480], [1.5557, 0.8889, -7.3996], [1.5344, 2.2868, -5.3536], [1.0814, 5.2217, -1.1558], [0.5639, 5.7642, 0.4433], [-0.5741, 5.8102, -0.9041], [1.9202, 3.2538, 0.2268], [0.7856, 2.1536, 1.0049], [1.0718, 3.7950, 1.6708], [-2.2900, 4.2754, 0.3413], [-1.1990, 4.4803, 1.7197], [-1.6512, 2.8506, 1.1807], [-1.3749, -0.3352, 5.2157], [-0.2701, -1.3464, 4.8880], [0.5309, -1.6109, 6.1644], [-0.9186, -2.6433, 4.4065], [0.7325, -0.5728, 3.4295], [-0.1630, -0.1510, 2.2310], [2.1424, -1.7199, 2.8439], [2.6791, -1.3330, 1.6073], [3.6622, -2.0840, 0.9794], [4.1399, -3.2483, 1.5722], [3.6137, -3.6575, 2.7899], [2.6244, -2.9001, 3.4097], [1.6649, 0.8987, 4.2384], [1.1264, 2.1814, 4.1141], [1.7400, 3.2915, 4.6811], [2.9207, 3.1420, 5.3972], [3.4796, 1.8761, 5.5314], [2.8569, 0.7757, 4.9563], [-2.0615, -0.7396, 5.9741], [-1.9496, -0.0932, 4.3186], [-0.9506, 0.5948, 5.6074], [-0.1267, -2.0111, 6.9505], [0.9791, -0.6885, 6.5444], [1.3360, -2.3338, 6.0106], [-1.6212, -3.0357, 5.1570], [-0.1702, -3.4171, 4.2096], [-1.4684, -2.4737, 3.4808], [2.2549, -0.4718, 1.0932], [4.0326, -1.7730, 0.0089], [4.9012, -3.8430, 1.0787], [3.9614, -4.5761, 3.2522], [2.2157, -3.2600, 4.3493], [0.2138, 2.2960, 3.5360], [1.3047, 4.2774, 4.5554], [3.4075, 4.0053, 5.8371], [4.4095, 1.7523, 6.0767], [3.3198, -0.2031, 5.0520]],
  "forces_ev_per_angstrom": [[-0.130, -0.599, -0.105], [0.000, -0.028, 0.053], [-0.079, -0.053, 0.149], [0.052, -0.026, -0.010], [0.036, 0.015, 0.054], [0.113, 0.277, -0.170], [0.037, -0.091, -0.036], [-0.070, -0.120, -0.237], [-0.046, 0.289, 0.134], [0.070, 0.033, -0.353], [-0.075, -0.073, 0.097], [0.192, 0.165, 0.147], [0.163, -0.061, 0.045], [-0.156, 0.038, -0.100], [-0.010, 0.046, -0.039], [0.003, 0.046, 0.000], [0.010, 0.018, 0.002], [0.044, 0.023, 0.010], [-0.011, 0.056, 0.066], [0.031, -0.009, 0.036], [0.038, -0.036, -0.002], [0.003, 0.046, 0.112], [0.010, 0.044, -0.060], [-0.004, -0.059, -0.047], [-0.024, 0.004, 0.107], [0.088, 0.010, -0.040], [0.100, 0.043, -0.047], [-0.085, -0.100, 0.004], [-0.023, 0.077, 0.096], [-0.016, -0.041, 0.057], [0.016, 0.008, -0.022], [-0.012, 0.057, 0.012], [-0.044, -0.025, 0.001], [-0.003, 0.004, -0.006], [-0.004, -0.023, 0.014], [-0.014, 0.023, -0.001], [0.009, 0.005, -0.005], [0.035, -0.015, -0.009], [-0.052, -0.007, 0.000], [0.052, 0.069, -0.040], [0.003, -0.086, -0.003], [0.010, -0.032, 0.015], [0.018, -0.008, -0.037], [0.013, -0.101, 0.015], [-0.037, 0.062, -0.004], [-0.045, -0.020, -0.010], [-0.043, 0.025, -0.019], [0.028, -0.005, 0.008], [0.020, -0.002, 0.028], [-0.015, -0.019, 0.008], [0.003, -0.020, -0.012], [0.000, -0.005, -0.003], [-0.014, 0.014, 0.017], [0.004, 0.006, -0.007], [-0.025, -0.026, 0.004], [0.000, -0.010, -0.021], [-0.013, -0.023, -0.026], [0.000, -0.001, -0.012], [-0.008, 0.032, -0.031], [-0.018, -0.022, -0.002], [-0.025, 0.029, 0.006], [-0.001, -0.004, 0.021], [-0.001, 0.006, 0.005], [-0.002, -0.003, 0.006], [0.000, 0.003, 0.021], [0.007, 0.017, -0.002], [0.004, 0.006, 0.003], [0.018, -0.034, -0.026], [-0.010, -0.034, -0.005], [-0.006, 0.092, -0.015], [-0.016, -0.032, -0.015], [0.028, -0.023, 0.019], [0.023, -0.002, -0.003], [-0.035, 0.021, 0.021], [-0.004, 0.008, -0.067], [0.032, 0.003, 0.028], [0.026, 0.075, -0.030], [0.041, -0.034, -0.015], [0.550, -0.115, 0.388], [-0.644, 0.358, -0.215], [-0.048, -0.042, 0.045], [0.018, -0.034, 0.046], [0.031, -0.046, 0.012], [-0.052, 0.045, 0.010], [0.027, -0.040, -0.016], [0.006, 0.030, 0.092], [-0.080, -0.020, 0.004], [-0.091, -0.030, -0.036], [0.020, 0.015, 0.034], [-0.022, -0.065, -0.022], [0.023, 0.073, 0.026], [0.006, -0.047, -0.031], [0.023, -0.020, 0.014], [0.005, 0.017, 0.016], [-0.035, -0.001, -0.014], [-0.004, -0.005, -0.007], [0.011, -0.036, 0.008], [-0.007, 0.016, 0.013], [0.013, 0.009, 0.018], [-0.035, 0.002, -0.015], [-0.024, -0.022, -0.018], [0.058, 0.008, -0.046], [-0.012, 0.025, -0.012], [0.004, -0.001, -0.002], [0.001, 0.005, -0.004], [0.024, 0.010, -0.026], [0.039, 0.027, 0.017], [-0.008, -0.005, -0.006], [0.008, 0.002, 0.002], [0.000, -0.010, -0.001], [-0.009, 0.013, -0.002]],
  "orbital_gap_ev": 3.40,
  "charge": -2,
  "spin_multiplicity": 1
}